A structure of composition C27H30N2O2P2Y, computed with the ωB97M-V functional and the def2-TZVPD basis.

Gap between HOMO and LUMO = 8.01 eV
E_HOMO = -0.629 Eh
Net charge = +3
LUMO = -9.096 eV
Strongest force on any atom = 0.119 eV/A

Element x y z (Å)
Y: 0.3444 0.4638 -0.8264
O: 2.1293 0.2455 0.3779
P: 3.0918 1.4548 0.2458
C: 2.5254 2.7077 1.4211
P: 0.7564 3.1925 1.2962
O: 0.0735 2.2162 0.2856
C: 0.6736 4.8460 0.6670
C: 1.4447 5.8444 1.2722
C: 1.3615 7.1464 0.8098
C: 0.5093 7.4539 -0.2460
C: -0.2639 6.4650 -0.8402
C: -0.1860 5.1570 -0.3861
C: 0.0433 3.0611 2.9050
C: 0.2494 1.8977 3.6581
C: -0.3375 1.7761 4.9027
C: -1.1248 2.8120 5.4005
C: -1.3312 3.9642 4.6569
C: -0.7500 4.0957 3.4042
C: 4.7808 1.0637 0.4997
C: 5.1420 0.3649 1.6594
C: 6.4740 0.0759 1.8843
C: 7.4377 0.4839 0.9658
C: 7.0794 1.1772 -0.1825
C: 5.7476 1.4710 -0.4244
C: 2.7716 2.0675 -1.4268
C: 2.6849 3.4145 -1.7574
C: 2.3118 3.7944 -3.0451
C: 2.0121 2.8384 -4.0047
C: 2.1170 1.4828 -3.6969
C: 2.4996 1.0943 -2.4159
H: 3.1464 3.6030 1.3316
H: 2.7236 2.2953 2.4150
H: 2.0921 5.6197 2.1133
H: 1.9511 7.9237 1.2763
H: 0.4420 8.4739 -0.6001
H: -0.9360 6.7170 -1.6493
H: -0.7987 4.3885 -0.8395
H: 0.8724 1.0920 3.2809
H: -0.1772 0.8860 5.4955
H: -1.5745 2.7180 6.3800
H: -1.9403 4.7649 5.0533
H: -0.9105 4.9974 2.8276
H: 4.3922 0.0382 2.3709
H: 6.7672 -0.4671 2.7720
H: 8.4792 0.2553 1.1487
H: 7.8366 1.4855 -0.8899
H: 5.4706 2.0089 -1.3228
H: 2.9020 4.1828 -1.0254
H: 2.2576 4.8457 -3.2956
H: 1.7270 3.1431 -5.0030
H: 1.9527 0.7375 -4.4653
H: 2.7201 0.0436 -2.2165
N: -2.0663 -0.1366 -0.8573
C: -2.2807 -1.4454 -0.1586
C: -1.2643 -2.4549 -0.6455
N: 0.1126 -1.9450 -0.3651
H: -2.6343 0.5735 -0.3951
H: -2.4775 -0.2099 -1.7889
H: -3.2922 -1.8148 -0.3233
H: -2.1675 -1.2747 0.9141
H: -1.3575 -2.6028 -1.7231
H: -1.4341 -3.4208 -0.1709
H: 0.7905 -2.5427 -0.8378
H: 0.3218 -2.0892 0.6240